Entry 1:
11
Properties=species:S:1:pos:R:3:forces:R:3 method="wB97M-V/def2-TZVPD" homo_ha=-0.38371 charge=0 homo_lumo_gap_ev=10.92 spin_multiplicity=1 lumo_energy_ha=0.0177
C 0.888 0.678 0.559 -0.6 2.5 2.2
C 0.930 -0.343 -0.533 1.0 0.7 -2.3
O 1.949 -0.736 -1.090 -2.3 0.5 1.1
N -0.421 -0.521 -0.982 -0.1 -2.4 4.8
C -1.388 -0.649 0.130 3.6 0.2 -1.5
O -2.414 -0.108 -0.033 -2.8 0.2 0.6
H 1.011 1.739 0.078 -0.1 -2.0 0.6
H 1.617 0.633 1.394 0.1 -0.3 -0.9
H -0.121 0.774 1.118 1.7 -0.2 -1.1
H -1.062 -0.291 -1.669 0.1 0.8 -3.0
H -0.991 -1.176 1.029 -0.6 0.1 -0.4

---

Entry 2:
80
Properties=species:S:1:pos:R:3:forces:R:3 method="wB97M-V/def2-TZVPD" homo_ha="-0.71704 / -0.71721" charge=+4 s_squared=0.767 homo_lumo_gap_ev="6.31 / 5.77" spin_multiplicity=2 lumo_energy_ha="-0.4852 / -0.5053"
Ir -0.699 -1.094 -0.327 0.3 0.3 -0.2
C 6.044 1.287 -0.492 -0.2 -0.2 -0.1
C 5.667 -0.201 -0.520 0.4 0.3 0.3
C 6.316 -0.859 -1.747 -0.2 -0.2 -0.1
C 6.208 -0.857 0.771 -0.2 -0.1 -0.1
C 4.176 -0.412 -0.549 0.0 0.0 0.0
C 3.637 -1.703 -0.628 -0.2 0.0 0.0
C 2.278 -1.883 -0.598 0.3 0.0 -0.1
N 1.406 -0.860 -0.518 -1.3 -0.6 0.6
C 1.895 0.399 -0.492 0.1 0.0 0.1
C 3.254 0.637 -0.499 0.0 0.0 0.0
C 0.880 1.453 -0.507 0.0 0.1 0.1
C 1.171 2.802 -0.487 0.0 -0.1 -0.1
C 0.157 3.759 -0.567 -0.1 0.0 -0.1
C -1.149 3.265 -0.673 0.1 -0.1 0.0
C -1.376 1.912 -0.665 0.1 0.2 0.0
N -0.389 1.003 -0.583 -0.5 -1.1 0.5
C 0.421 5.243 -0.537 0.3 0.4 0.3
C 1.918 5.568 -0.490 -0.1 -0.1 -0.1
C -0.236 5.808 0.744 -0.1 -0.1 -0.1
C -0.200 5.908 -1.774 -0.2 -0.2 -0.1
H 7.127 1.383 -0.464 0.0 0.0 0.0
H 5.653 1.786 0.397 0.0 0.1 0.0
H 5.705 1.799 -1.395 0.0 0.1 0.1
H 7.386 -0.661 -1.735 0.0 0.0 0.0
H 5.904 -0.475 -2.682 0.0 0.1 0.0
H 6.186 -1.944 -1.753 0.0 0.0 0.0
H 7.292 -0.750 0.793 0.0 0.0 0.0
H 5.981 -1.925 0.806 0.0 0.0 0.0
H 5.797 -0.381 1.662 0.0 0.0 0.0
H 4.277 -2.570 -0.717 0.0 0.0 0.0
H 1.868 -2.872 -0.677 0.2 0.2 -0.2
H 3.613 1.654 -0.480 0.0 0.0 0.0
H 2.198 3.124 -0.421 0.0 0.0 0.0
H -1.990 3.938 -0.764 0.0 0.0 0.0
H -2.377 1.537 -0.749 -0.1 0.0 0.0
H 2.397 5.156 0.401 0.0 0.0 0.0
H 2.052 6.647 -0.452 0.0 0.0 0.0
H 2.430 5.220 -1.391 0.1 0.0 0.1
H 0.204 5.373 1.642 0.0 0.0 0.0
H -1.313 5.628 0.758 0.0 0.0 0.0
H -0.080 6.885 0.773 0.0 0.0 0.0
H 0.192 5.485 -2.701 0.1 0.0 0.0
H 0.031 6.972 -1.764 0.0 0.0 0.0
H -1.287 5.809 -1.797 0.0 0.0 0.0
N -4.666 -3.070 -0.443 0.0 0.0 -0.1
C -5.795 -2.262 -0.449 -0.2 0.1 0.0
C -7.063 -2.824 -0.437 0.1 -0.1 0.0
C -8.169 -1.995 -0.456 0.0 0.0 0.0
C -8.025 -0.594 -0.482 0.1 0.1 0.0
C -6.772 -0.022 -0.492 -0.1 0.1 0.0
C -5.650 -0.853 -0.473 0.4 -0.1 -0.1
S -4.081 -0.148 -0.470 -0.5 0.1 0.1
N -3.014 -1.413 -0.555 1.0 0.1 0.5
C -3.390 -2.669 -0.542 -0.1 0.1 0.0
C -2.337 -3.699 -0.594 -0.1 -0.2 0.0
C -2.609 -5.030 -0.851 0.0 0.0 0.0
C -1.578 -5.963 -0.803 0.0 0.0 0.0
C -0.310 -5.525 -0.476 -0.1 0.0 0.0
C -0.112 -4.170 -0.255 -0.1 -0.2 0.1
N -1.087 -3.261 -0.343 0.6 0.8 0.2
H -4.846 -4.065 -0.381 0.0 0.0 0.0
H -7.185 -3.901 -0.430 0.0 0.0 0.0
H -9.160 -2.430 -0.453 0.0 0.0 0.0
H -8.903 0.039 -0.497 0.0 0.0 0.0
H -6.655 1.054 -0.518 0.0 0.0 0.0
H -3.602 -5.370 -1.111 0.0 0.0 0.0
H -1.776 -7.009 -0.998 0.0 0.0 0.0
H 0.519 -6.215 -0.399 0.0 0.0 0.0
H 0.861 -3.812 0.028 -0.2 -0.1 0.1
C -1.798 -1.665 4.011 0.0 0.0 -0.2
S -0.442 -1.893 2.869 0.4 -0.4 0.3
C 0.825 -0.977 3.733 0.0 0.0 -0.1
O -0.857 -0.931 1.704 -0.3 0.8 -1.3
H -1.533 -2.170 4.940 0.0 0.0 0.0
H -2.690 -2.123 3.589 0.0 0.0 0.0
H -1.947 -0.598 4.173 0.0 0.0 0.0
H 1.027 -1.505 4.667 0.0 0.0 0.0
H 0.468 0.034 3.925 0.0 0.0 0.0
H 1.726 -0.964 3.122 0.0 -0.1 0.0

---

Entry 3:
102
Properties=species:S:1:pos:R:3:forces:R:3 method="wB97M-V/def2-TZVPD" homo_ha="-0.45709 / -0.45705" charge=+2 s_squared=3.777 homo_lumo_gap_ev="6.58 / 6.42" spin_multiplicity=4 lumo_energy_ha="-0.2154 / -0.2211"
Cr 0.919 -0.892 -1.265 -0.7 -0.5 0.2
C -2.112 2.986 -6.419 1.2 1.8 -1.1
C -1.420 2.384 -5.273 0.0 -0.4 1.2
C -1.079 3.204 -4.216 0.1 -0.6 -0.9
C -0.397 2.750 -3.096 0.4 -0.4 0.5
C -0.245 3.759 -2.117 0.4 -0.3 0.9
N 0.128 3.681 -0.885 0.3 -0.6 -0.3
C 0.114 4.856 -0.016 -0.9 0.6 -0.5
C 1.293 5.058 0.842 1.9 0.7 0.9
C 1.197 4.316 2.156 0.8 0.6 0.5
N 0.737 2.971 1.863 0.0 -0.9 1.1
C 1.621 1.797 2.145 -1.1 -0.6 0.1
C 2.816 1.746 1.268 0.3 0.5 0.2
C 3.917 2.593 1.271 -0.4 -0.4 -0.2
C 4.910 2.472 0.302 0.2 -0.7 -0.9
C 5.873 3.580 0.035 0.0 0.6 0.3
C 4.882 1.354 -0.547 -0.5 0.9 0.3
C 3.779 0.490 -0.532 0.1 -0.1 -0.1
C 3.812 -0.640 -1.396 -0.6 -0.8 -0.3
N 2.863 -1.449 -1.733 0.0 0.1 -0.1
C 3.232 -2.706 -2.492 0.8 0.8 -0.1
C 2.428 -2.893 -3.773 0.1 0.1 0.6
C 0.943 -2.975 -3.533 -0.1 -0.5 0.1
N 0.448 -1.672 -3.099 -0.1 1.1 -0.6
C 0.011 -0.910 -4.052 -0.7 -0.2 0.0
C -0.381 0.505 -4.040 1.0 0.5 1.4
C -1.041 1.057 -5.133 -0.5 -0.9 -1.1
C 0.035 1.398 -2.964 -0.5 -1.2 -0.9
O 0.740 0.966 -1.966 0.0 0.2 0.1
C 2.755 0.725 0.360 -0.9 -0.4 -0.1
O 1.603 -0.060 0.425 0.7 0.6 -0.3
H -3.015 2.631 -6.812 -1.4 -1.2 0.1
H -1.457 3.015 -7.292 0.2 -0.1 0.0
H -2.308 4.043 -6.204 0.0 -0.2 0.0
H -1.297 4.248 -4.348 -0.2 0.4 0.4
H -0.533 4.723 -2.458 -0.2 0.9 0.0
H 0.437 2.780 -0.497 -0.2 0.4 0.1
H -0.765 4.848 0.634 -0.2 -0.2 -0.4
H 0.062 5.703 -0.688 -0.4 0.2 -0.2
H 1.406 6.145 1.071 0.0 -0.7 -0.4
H 2.217 4.704 0.342 -0.4 0.4 0.0
H 0.537 4.851 2.849 -0.3 -0.2 -0.2
H 2.188 4.420 2.650 -0.5 -0.6 -0.1
H -0.162 2.816 2.344 0.7 -0.1 -0.4
H 1.962 1.662 3.196 -0.4 0.4 -0.3
H 3.921 3.355 2.036 0.3 0.3 -0.1
H 6.846 3.235 -0.347 -0.4 0.2 0.1
H 5.997 4.151 0.965 0.3 0.0 -0.4
H 5.386 4.269 -0.695 0.6 -0.4 0.3
H 5.625 1.225 -1.331 0.1 0.0 0.3
H 4.785 -0.833 -1.758 1.2 -0.5 -0.6
H 3.093 -3.568 -1.838 0.1 0.0 0.2
H 4.313 -2.603 -2.777 -0.9 -0.4 0.4
H 2.681 -3.807 -4.305 0.6 0.0 0.1
H 2.684 -2.027 -4.344 -0.1 0.4 -1.1
H 0.828 -3.713 -2.737 -0.4 0.1 -0.1
H 0.414 -3.354 -4.430 0.1 0.4 0.4
H -0.159 -1.437 -4.998 0.1 0.4 -0.1
H -1.289 0.388 -5.965 0.1 0.1 0.3
N -1.189 -0.799 -0.991 -0.7 -1.0 -1.5
C -2.190 -1.990 -1.108 1.8 0.8 1.4
C -2.330 -2.753 0.241 -0.2 0.0 -0.8
C -1.176 -3.643 0.731 -0.5 -1.4 -1.2
C 0.016 -3.824 -0.170 1.2 1.4 0.3
N 0.913 -2.597 -0.017 -1.0 -0.2 -0.4
H -1.367 -0.396 -0.107 -0.1 0.7 1.3
H -1.492 -0.059 -1.647 0.1 -0.6 0.3
H -1.824 -2.609 -1.907 -0.1 -0.4 -0.4
H -3.123 -1.541 -1.373 -0.7 0.0 -0.2
H -3.214 -3.380 0.113 0.0 -0.1 -0.1
H -2.617 -2.075 1.027 0.0 0.4 0.1
H -1.519 -4.665 0.897 -0.5 0.0 -0.2
H -0.814 -3.420 1.698 0.3 0.9 1.2
H -0.216 -3.882 -1.229 -0.2 -0.6 0.2
H 0.633 -4.646 0.200 -0.3 -0.3 -0.4
H 1.878 -2.883 -0.044 0.3 -0.1 0.4
H 0.703 -2.238 0.923 0.6 0.1 -0.1
C -4.975 -2.648 4.429 0.1 -1.3 -0.3
C -3.480 -2.608 4.781 -0.5 0.7 -0.7
C -3.436 -2.179 6.229 0.6 0.7 1.1
C -2.932 -4.012 4.558 0.7 -0.4 0.2
C -2.744 -1.620 3.841 1.6 -0.4 0.5
C -3.384 -0.772 3.011 -1.7 1.1 -0.6
C -2.770 0.113 2.101 -1.7 0.5 -0.2
C -1.436 0.106 2.063 1.3 0.1 -0.1
O -0.578 0.782 1.224 -1.2 0.1 -0.3
B 0.747 0.454 1.635 1.2 0.6 1.3
O 0.639 -0.639 2.596 -0.6 -0.4 0.3
C -0.708 -0.742 2.912 1.7 1.4 -2.0
C -1.300 -1.551 3.764 -1.8 -2.6 2.4
H -5.504 -3.363 5.067 0.3 -0.2 0.0
H -5.148 -2.978 3.394 0.0 0.3 0.2
H -5.470 -1.737 4.648 -0.4 1.1 -0.1
H -4.045 -2.900 6.797 0.3 0.4 0.1
H -3.819 -1.135 6.414 0.1 -1.1 -0.4
H -2.408 -2.178 6.635 -0.4 -0.2 -0.1
H -3.516 -4.763 5.115 0.4 0.3 0.1
H -1.828 -4.133 4.745 -1.1 0.1 0.1
H -3.111 -4.241 3.519 0.1 -0.2 -0.6
H -4.462 -0.688 3.013 -0.1 -0.3 0.1
H -3.440 0.746 1.488 0.7 -0.3 0.3
H -0.739 -2.235 4.397 0.2 0.2 -0.1

---

Entry 4:
21
Properties=species:S:1:pos:R:3:forces:R:3 method="wB97M-V/def2-TZVPD" homo_ha="-0.01558 / -0.15267" charge=-1 s_squared=0.753 homo_lumo_gap_ev="2.82 / 6.55" spin_multiplicity=2 lumo_energy_ha="0.0882 / 0.0882"
C 0.612 -0.621 0.390 0.5 -0.2 -0.1
N 1.178 0.773 -0.027 -0.1 -1.0 2.6
O 1.021 1.018 -1.189 0.2 0.8 -1.1
O 1.730 1.516 0.807 -1.0 -1.5 -1.6
H 0.303 -1.158 -0.507 -0.1 0.6 -0.1
H -0.228 -0.591 1.084 0.0 0.5 0.2
H 1.405 -1.239 0.812 0.2 0.6 0.3
C -3.567 -2.745 3.586 1.0 0.6 0.0
N -2.478 -1.894 3.114 -3.5 -2.2 0.1
O -1.909 -1.122 3.860 2.2 3.1 3.4
O -2.060 -2.177 1.984 1.6 -0.9 -4.1
H -3.347 -3.741 3.201 -0.2 -0.3 0.2
H -4.493 -2.389 3.133 -0.4 -0.1 0.2
H -3.527 -2.684 4.673 -0.5 -0.2 0.0
C 2.649 1.976 -3.510 -0.4 -0.5 1.3
N 1.563 3.027 -3.700 1.7 0.0 0.4
O 1.154 3.215 -4.820 -0.5 -0.4 -0.6
O 1.334 3.736 -2.750 -0.4 -0.1 0.2
H 2.262 0.961 -3.414 -0.6 0.1 -1.1
H 2.967 2.037 -2.469 0.4 0.9 -0.2
H 3.431 2.104 -4.258 -0.3 0.0 0.1

---

For each record above, in turn, the calculated E_tot values are -8775.730 -67786.161 -86471.014 -20003.417 eV.
For each record above, in turn, the calculated relative energy (zero: lowest compared OMol25 entry of this formula, charge and spin) values are 45.3 36.5 0.0 6.1 kcal per mole.